Record 1
Here is an isolated ion of composition C4H7BrN3O2 and charge +1 in a non-equilibrium geometry from the OMol25 dataset. Energies are from wB97M-V/def2-TZVPD.

Geometry (Å):
C1 -0.488 0.122 1.098
C2 0.028 -0.834 1.780
C3 0.938 -0.304 -0.889
C4 -1.939 0.538 1.020
N1 2.088 -0.706 -0.364
N2 -0.265 -1.477 2.976
N3 0.343 0.679 0.039
O1 -1.365 -1.958 2.756
O2 0.339 -1.373 3.987
Br1 -2.690 -0.058 -0.775
H1 0.821 0.311 -1.892
H2 0.171 -1.043 -0.995
H3 -1.920 1.595 0.908
H4 -2.507 -0.074 1.659
H5 2.491 -1.505 -0.858
H6 -0.116 1.299 -0.573
H7 1.120 1.230 0.406

Values from the calculation:
ΔE to the lowest compared entry with this formula, charge and spin = 8.726 eV
Net charge = +1
HOMO energy (alpha / beta) = -14.758 / -14.318 eV
Gap between HOMO and LUMO (alpha / beta) = 8.43 / 8.31 eV
E_tot = -3044.78855 a.u.

=====

Record 2
Here is the molecule C12H9N in a non-equilibrium geometry from the OMol25 dataset. Energies are from wB97M-V/def2-TZVPD.

Geometry (Å):
C1 -3.375 0.058 0.166
C2 -2.947 -1.345 0.311
C3 -1.428 -1.544 -0.068
C4 -0.532 -0.632 -0.430
C5 -1.022 0.742 -0.499
C6 -2.419 1.125 -0.242
C7 0.079 1.760 -0.203
C8 1.300 0.857 -0.012
C9 2.674 1.091 0.376
N1 3.601 0.142 0.213
C10 3.352 -1.144 -0.011
C11 2.042 -1.453 -0.186
C12 0.976 -0.555 -0.134
H1 -4.530 0.327 0.767
H2 -3.688 -1.999 0.543
H3 -1.028 -2.510 0.178
H4 -2.962 2.116 0.038
H5 0.312 2.469 0.634
H6 0.370 2.637 -0.824
H7 2.950 2.231 0.497
H8 4.141 -1.716 -0.692
H9 2.135 -2.658 -0.423

Values from the calculation:
ΔE to the lowest compared entry with this formula, charge and spin = 6.191 eV
Net charge = 0
HOMO energy = -8.783 eV
Gap between HOMO and LUMO = 9.04 eV
E_tot = -517.21965 a.u.

=====

Record 3
Here is the molecule C5H6OS in a non-equilibrium geometry from the OMol25 dataset. Energies are from wB97M-V/def2-TZVPD.

Geometry (Å):
O1 2.391 -0.331 -0.316
C1 1.275 -0.249 0.076
C2 0.258 -1.445 0.237
S1 -1.531 -0.781 -0.080
C3 -0.674 0.787 -0.501
C4 -0.311 2.123 0.095
C5 0.448 0.869 0.504
H1 0.237 -1.810 1.308
H2 0.399 -2.401 -0.351
H3 -0.376 0.848 -1.513
H4 -0.741 2.512 1.096
H5 -0.090 2.956 -0.618
H6 -0.033 0.525 1.419

Values from the calculation:
ΔE to the lowest compared entry with this formula, charge and spin = 3.192 eV
Net charge = 0
HOMO energy = -9.126 eV
Gap between HOMO and LUMO = 9.82 eV
E_tot = -667.42083 a.u.

=====

> Among the records above, which one has the lowest ΔE to the lowest compared entry with this formula, charge and spin?

C5H6OS

=====

> Which of these has the lowest ΔE to the lowest compared entry with this formula, charge and spin?

C5H6OS

=====

> Among the records above, which one has the highest E_tot?

C12H9N